The following is a quantum chemistry calculation of C7H15LaN2O3PS as an isolated structure at a distorted geometry, from the OMol25 dataset.

- HOMO (eV) = -11.4
- charge = +1
- relative energy (zero: lowest compared OMol25 entry of this formula, charge and spin) (eV) = 0.000
- E_tot (a.u.) = -1382.046262
- LUMO (eV) = -3.13
- 2S+1 = 1

XYZ file:
```
30
Properties=species:S:1:pos:R:3:forces:R:3:mulliken_charge:R:1
La 1.285346 0.701578 -0.995703 -1.382 0.161 -4.597 1.43
N 0.038993 2.821286 0.157653 -0.258 0.697 0.039 -0.55
C 0.042387 2.576568 1.622437 -0.078 0.100 0.316 -0.52
C 1.472124 2.354777 2.170398 0.144 -0.271 -0.438 -0.70
C 2.124269 1.480329 1.114457 0.832 1.552 2.783 1.02
O 1.906216 0.239554 1.097385 0.324 -0.525 1.676 -0.63
O 2.608062 2.054257 0.101517 1.946 1.445 1.403 -0.62
H 0.594435 3.664337 -0.032928 -0.340 -0.266 0.069 0.26
H -0.924509 3.022873 -0.118586 0.320 0.003 0.029 0.26
H -0.549161 1.668117 1.798736 0.063 0.281 0.007 0.14
H -0.411431 3.421666 2.155006 -0.009 -0.305 0.012 0.41
H 1.433348 1.853066 3.136262 -0.029 0.054 -0.063 0.34
H 2.014585 3.296081 2.255730 -0.025 -0.057 -0.031 0.35
S 3.319285 -1.835812 -4.654323 0.420 -0.135 -0.538 -0.36
C 2.591012 -1.199989 -3.430219 -0.396 -0.307 0.244 0.72
N 1.979531 -0.778142 -2.491215 0.740 -1.215 -1.357 -0.85
C -1.324104 -2.279206 -1.928236 -0.046 0.369 0.505 -1.08
P -1.259477 -1.340538 -0.373205 -0.866 -1.184 0.207 1.06
C -0.092933 -2.212467 0.720926 -0.281 0.442 -0.345 -1.15
C -2.879253 -1.286936 0.442789 0.607 -0.091 -0.381 -1.13
O -0.826508 0.092496 -0.641174 -1.344 -0.351 0.325 -0.67
H -1.730902 -3.273485 -1.765520 -0.018 -0.114 0.037 0.39
H -0.311477 -2.356300 -2.333776 -0.046 0.019 0.064 0.30
H -1.949938 -1.745512 -2.642273 -0.045 0.014 0.004 0.35
H -0.521283 -3.159157 1.046773 0.002 -0.039 -0.043 0.45
H 0.129262 -1.589220 1.587735 -0.048 -0.044 0.019 0.34
H 0.840251 -2.405890 0.184260 -0.050 -0.056 0.010 0.37
H -3.221258 -2.285216 0.686653 -0.120 -0.187 0.051 0.39
H -3.588040 -0.802128 -0.224603 -0.057 0.005 -0.049 0.35
H -2.788831 -0.696986 1.353043 0.040 0.003 0.044 0.33
```
Forces are in eV/Å.

The following is a quantum chemistry calculation of C5H9N3 as an isolated structure at a distorted geometry, from the OMol25 dataset.

- HOMO (eV) = -8.4
- relative energy (zero: lowest compared OMol25 entry of this formula, charge and spin) (eV) = 5.505
- E_tot (a.u.) = -359.994945
- LUMO (eV) = 0.81
- 2S+1 = 1

XYZ file:
```
17
Properties=species:S:1:pos:R:3:forces:R:3:nbo_charge:R:1
C -2.409067 0.179559 -0.465098 2.164 -6.629 0.671 -0.62
C -0.945057 0.110632 0.238582 -1.358 -1.277 -1.159 0.45
C 0.956388 0.560341 1.294644 0.181 1.497 3.198 -0.11
C 1.819950 0.447166 0.186764 3.846 -1.736 -8.019 -0.11
C 1.184840 -0.733806 0.679759 -3.649 -5.826 0.651 -0.08
H -2.129226 -0.206412 -1.573139 -1.427 1.107 2.590 0.24
H -2.772092 1.086447 -0.333938 -1.591 4.368 -0.144 0.21
H -3.363161 -0.559044 0.156144 3.431 1.858 -2.063 0.21
H 1.535392 0.846756 2.263208 -1.861 -0.304 -1.477 0.23
H 2.935231 0.379619 0.058776 -1.106 0.789 1.261 0.23
H 0.604988 1.359643 -1.338435 1.294 -1.904 -0.194 0.38
H 1.086169 -0.338354 -1.810731 0.289 2.625 2.114 0.40
H 1.458628 -1.657347 1.238902 0.536 1.084 -0.716 0.23
H -0.762028 -2.013470 -0.082223 1.922 2.939 0.260 0.40
N -0.312633 1.000263 0.906931 -3.022 0.937 0.659 -0.50
N 1.321265 0.574837 -1.260949 0.071 1.762 -0.428 -0.88
N -0.209588 -1.036829 -0.159195 0.280 -1.290 2.795 -0.68
```
Forces are in eV/Å.

Q: What is the E_tot in the second record?
A: -359.994945 a.u.